1.
The following is a DFT calculation (ωB97M-V/def2-TZVPD) of a molecular structure, C51H88As3Ge2N2O6P2RbS2.

For the total energy, the calculation gives -406035.9280 eV. Its charge is -2. The calculation puts the energy above the lowest of the compared OMol25 structures with the same formula, charge and spin at 34.2 kcal per mole. The calculation puts the orbital gap at 6.3 eV.

Each line ends with the Mulliken charge.
Atoms and positions in Å:
Rb (-1.38, 0.93, -1.77)  0.833
C (2.54, -3.26, 1.47)  -1.011
As (2.74, -1.31, 1.58)  1.411
C (3.04, -1.27, 3.52)  -1.329
C (4.69, -1.15, 1.21)  -1.418
C (5.37, -1.31, -0.16)  3.835
C (5.09, -2.67, -0.80)  -1.492
C (5.08, -0.18, -1.17)  -2.321
As (3.41, 0.24, -2.22)  0.310
C (2.27, -1.33, -1.97)  -0.537
C (2.66, 1.52, -0.94)  -0.458
C (6.90, -1.20, 0.08)  -2.206
As (8.01, -2.18, 1.41)  0.284
C (7.61, -1.17, 3.06)  -0.979
C (7.05, -3.82, 1.89)  -0.979
H (3.44, -3.77, 1.82)  0.248
H (2.31, -3.57, 0.45)  0.298
H (1.69, -3.54, 2.07)  0.381
H (3.78, -2.02, 3.82)  0.421
H (2.10, -1.49, 4.03)  0.271
H (3.38, -0.28, 3.82)  0.334
H (5.13, -1.89, 1.88)  -0.721
H (4.96, -0.17, 1.62)  0.523
H (4.03, -2.82, -0.98)  0.132
H (5.44, -3.48, -0.17)  0.214
H (5.61, -2.74, -1.76)  0.419
H (5.84, -0.28, -1.95)  0.446
H (5.30, 0.78, -0.68)  0.395
H (2.56, -2.10, -2.69)  0.526
H (1.24, -1.07, -2.15)  -0.288
H (2.30, -1.74, -0.97)  -0.152
H (3.34, 2.37, -0.90)  0.482
H (2.53, 1.10, 0.06)  -0.121
H (1.69, 1.89, -1.29)  -0.087
H (7.15, -0.16, 0.32)  0.549
H (7.41, -1.41, -0.87)  0.533
H (7.70, -0.10, 2.85)  0.307
H (8.35, -1.44, 3.81)  0.423
H (6.62, -1.36, 3.45)  0.168
H (7.10, -4.54, 1.07)  0.312
H (6.01, -3.67, 2.16)  0.147
H (7.57, -4.25, 2.74)  0.428
C (-1.63, 5.14, 2.28)  -1.008
C (-0.99, 4.77, 0.98)  0.372
N (0.19, 5.14, 0.66)  -0.528
O (0.81, 5.87, 1.70)  -0.464
C (-1.70, 4.00, -0.06)  0.374
C (-1.33, 4.20, -1.50)  -1.440
N (-2.67, 3.21, 0.30)  0.260
O (-3.30, 2.52, -0.61)  -0.800
H (-1.33, 4.46, 3.08)  0.121
H (-2.71, 5.12, 2.20)  0.086
H (-1.31, 6.14, 2.57)  0.682
H (1.68, 6.03, 1.33)  0.382
H (-0.85, 5.17, -1.62)  0.475
H (-2.23, 4.13, -2.13)  0.437
H (-0.62, 3.47, -1.90)  0.057
C (-6.28, 3.30, 2.54)  -1.125
C (-4.95, 3.76, 1.93)  -0.956
Ge (-3.51, 2.40, 2.29)  1.475
C (-4.39, 0.69, 1.71)  -0.445
C (-4.92, -0.17, 2.84)  -1.186
C (-3.56, 2.50, 4.36)  -0.533
C (-2.36, 2.10, 4.83)  -0.627
Ge (-1.36, 1.52, 3.20)  0.166
C (0.49, 2.26, 3.09)  0.840
C (1.21, 2.20, 4.44)  -1.391
C (-1.11, -0.44, 3.00)  1.677
C (-0.83, -1.28, 4.24)  -1.605
C (-2.00, 2.15, 6.26)  0.597
C (-1.07, 1.26, 6.82)  0.561
C (-0.74, 1.30, 8.16)  -0.997
C (-1.32, 2.25, 9.00)  -0.405
C (-2.22, 3.16, 8.46)  -0.723
C (-2.55, 3.11, 7.11)  -0.718
H (-7.07, 4.04, 2.40)  0.387
H (-6.19, 3.11, 3.61)  0.207
H (-6.62, 2.37, 2.07)  0.203
H (-4.67, 4.72, 2.36)  0.345
H (-5.05, 3.89, 0.85)  0.511
H (-3.63, 0.14, 1.15)  -0.007
H (-5.17, 0.94, 0.99)  0.645
H (-4.15, -0.38, 3.59)  0.105
H (-5.30, -1.13, 2.48)  0.279
H (-5.74, 0.33, 3.37)  0.420
H (-4.33, 2.85, 5.05)  0.139
H (0.48, 3.28, 2.72)  -0.017
H (1.02, 1.65, 2.35)  -0.475
H (0.69, 2.78, 5.20)  0.418
H (2.23, 2.59, 4.36)  0.393
H (1.29, 1.17, 4.81)  0.119
H (-0.31, -0.57, 2.27)  -0.865
H (-2.00, -0.84, 2.50)  -0.340
H (0.08, -0.96, 4.76)  0.206
H (-0.70, -2.33, 3.97)  0.312
H (-1.65, -1.22, 4.96)  0.434
H (-0.60, 0.53, 6.17)  0.541
H (-0.03, 0.59, 8.56)  0.386
H (-1.06, 2.29, 10.05)  0.369
H (-2.66, 3.93, 9.09)  0.365
H (-3.23, 3.84, 6.70)  0.399
S (-0.79, -5.09, 1.28)  -0.564
P (-1.63, -3.89, -0.05)  0.868
S (-0.97, -2.03, -0.24)  0.089
C (-3.45, -3.84, 0.23)  -0.062
C (-4.16, -2.65, 0.12)  -0.082
C (-5.54, -2.63, 0.32)  -0.774
C (-6.21, -3.81, 0.62)  -0.408
C (-5.50, -5.00, 0.74)  -0.639
C (-4.13, -5.01, 0.55)  -0.506
C (-1.54, -4.65, -1.72)  0.028
C (-0.55, -5.58, -2.00)  -0.571
C (-0.41, -6.10, -3.28)  -0.654
C (-1.28, -5.70, -4.29)  -0.384
C (-2.27, -4.77, -4.02)  -0.500
C (-2.40, -4.25, -2.74)  -0.262
H (-3.63, -1.74, -0.10)  0.240
H (-6.08, -1.70, 0.25)  0.483
H (-7.28, -3.80, 0.78)  0.373
H (-6.02, -5.92, 0.99)  0.350
H (-3.56, -5.93, 0.68)  0.350
H (0.11, -5.89, -1.20)  0.314
H (0.37, -6.81, -3.49)  0.379
H (-1.17, -6.10, -5.29)  0.378
H (-2.95, -4.44, -4.80)  0.340
H (-3.17, -3.51, -2.53)  0.313
C (-0.53, -2.09, -4.96)  -1.486
C (-0.04, -1.13, -6.05)  2.214
C (-0.55, -1.59, -7.40)  -2.047
C (1.48, -1.04, -6.06)  -1.447
O (-0.66, 0.16, -5.87)  -0.354
P (-0.17, 1.32, -4.84)  0.469
O (-1.37, 2.17, -4.58)  -0.926
O (0.57, 0.73, -3.69)  0.476
O (0.94, 2.13, -5.71)  -0.534
C (0.62, 3.16, -6.63)  1.705
C (0.25, 4.43, -5.87)  -1.606
C (-0.51, 2.75, -7.57)  -1.429
C (1.91, 3.37, -7.42)  -1.849
H (-0.18, -3.11, -5.15)  0.454
H (-1.62, -2.09, -4.94)  0.377
H (-0.16, -1.77, -3.99)  0.001
H (-0.17, -2.59, -7.63)  0.373
H (-0.22, -0.90, -8.18)  0.442
H (-1.64, -1.62, -7.40)  0.404
H (1.90, -2.03, -6.26)  0.484
H (1.86, -0.68, -5.10)  0.128
H (1.82, -0.35, -6.84)  0.246
H (-0.65, 4.25, -5.28)  0.290
H (0.08, 5.25, -6.57)  0.464
H (1.07, 4.70, -5.20)  0.321
H (-1.43, 2.58, -7.01)  0.275
H (-0.25, 1.83, -8.09)  0.204
H (-0.68, 3.54, -8.31)  0.495
H (2.72, 3.62, -6.74)  0.365
H (1.78, 4.18, -8.15)  0.390
H (2.17, 2.46, -7.96)  0.384

---

2.
The following is a DFT calculation (ωB97M-V/def2-TZVPD) of 10 unconnected molecules or ions with the total composition C51H91N16O4P3 at a distorted geometry.

For the total energy, the calculation gives -114262.6303 eV. The SMILES is CN(C)P(=O)(N(C)C)N(C)C.CN(C)P(=O)(N(C)C)N(C)C.CN(C)P(=O)(N(C)C)N(C)C.CNC(C)=O.c1ccncc1.c1ccncc1.c1ccncc1.c1ccncc1.c1ccncc1.c1ccncc1. The calculation puts the orbital gap at 8.9 eV.

Each line ends with the Mulliken charge.
Atoms and positions in Å:
O (-3.15, 4.55, 4.15)  -0.861
P (-2.44, 4.54, 2.85)  0.023
N (-2.97, 5.77, 1.92)  0.436
C (-3.31, 7.01, 2.53)  -1.136
C (-2.83, 5.79, 0.48)  -0.790
N (-2.76, 3.23, 1.79)  0.667
C (-4.15, 2.74, 1.64)  -0.859
C (-1.80, 2.11, 1.92)  -0.866
N (-0.83, 4.56, 3.03)  0.197
C (0.08, 4.80, 1.94)  -0.570
C (-0.16, 4.10, 4.28)  -0.913
H (-3.16, 6.89, 3.61)  0.334
H (-4.28, 7.35, 2.27)  0.367
H (-2.64, 7.85, 2.35)  0.346
H (-3.71, 6.27, 0.00)  0.467
H (-2.71, 4.77, 0.11)  0.055
H (-2.01, 6.49, 0.19)  0.266
H (-4.06, 1.76, 1.18)  0.121
H (-4.70, 2.61, 2.61)  0.247
H (-4.75, 3.36, 0.98)  0.301
H (-0.86, 2.53, 2.16)  0.523
H (-2.09, 1.38, 2.67)  0.386
H (-1.67, 1.62, 0.93)  -0.329
H (0.98, 4.18, 2.02)  0.438
H (-0.35, 4.50, 0.97)  -0.148
H (0.37, 5.85, 1.93)  0.353
H (-0.78, 3.28, 4.71)  0.276
H (-0.12, 4.84, 5.06)  0.286
H (0.75, 3.67, 3.93)  0.363
O (-2.71, -2.06, 2.71)  -0.100
P (-3.34, -2.32, 4.04)  -0.420
N (-4.93, -1.86, 4.09)  0.513
C (-6.02, -2.35, 4.93)  -1.216
C (-5.27, -0.64, 3.32)  -0.895
N (-2.47, -1.60, 5.19)  0.347
C (-2.80, -1.89, 6.67)  -1.067
C (-1.13, -1.24, 5.07)  -0.861
N (-3.47, -3.93, 4.39)  0.252
C (-2.28, -4.58, 4.78)  -0.952
C (-4.33, -4.72, 3.40)  -0.770
H (-5.71, -3.10, 5.66)  0.374
H (-6.85, -2.71, 4.37)  0.331
H (-6.39, -1.55, 5.53)  0.425
H (-4.46, -0.51, 2.58)  -0.067
H (-5.47, 0.26, 3.92)  0.285
H (-6.15, -0.83, 2.76)  0.477
H (-2.82, -0.90, 7.20)  0.330
H (-3.70, -2.47, 6.74)  0.288
H (-2.03, -2.55, 7.06)  0.439
H (-0.84, -0.20, 5.38)  0.256
H (-0.48, -1.91, 5.64)  0.373
H (-0.77, -1.43, 4.04)  0.115
H (-1.62, -4.55, 3.87)  0.294
H (-1.75, -4.06, 5.58)  0.159
H (-2.44, -5.59, 5.14)  0.412
H (-3.66, -5.26, 2.68)  -0.020
H (-4.94, -4.11, 2.82)  0.358
H (-4.96, -5.50, 3.85)  0.333
O (0.75, 3.66, -4.67)  -0.981
P (0.61, 4.17, -3.26)  -0.012
N (0.98, 5.77, -3.16)  0.353
C (0.67, 6.54, -1.95)  -1.055
C (1.33, 6.56, -4.32)  -1.114
N (1.72, 3.14, -2.48)  1.057
C (1.83, 3.16, -1.03)  -0.123
C (3.04, 2.92, -3.11)  -1.075
N (-0.88, 3.97, -2.50)  1.116
C (-1.97, 4.76, -3.14)  -1.281
C (-1.35, 2.58, -2.33)  -1.331
H (0.43, 5.94, -1.03)  0.092
H (-0.04, 7.33, -2.15)  0.411
H (1.61, 7.08, -1.80)  0.428
H (2.15, 7.24, -4.09)  0.339
H (0.53, 7.17, -4.71)  0.324
H (1.59, 5.94, -5.16)  0.310
H (2.58, 3.95, -0.68)  0.266
H (0.89, 3.37, -0.59)  -0.509
H (2.21, 2.18, -0.68)  -0.054
H (2.95, 3.25, -4.17)  0.439
H (3.85, 3.34, -2.49)  0.278
H (3.18, 1.85, -3.16)  0.042
H (-2.76, 4.63, -2.47)  0.467
H (-1.72, 5.87, -3.16)  0.268
H (-2.22, 4.57, -4.17)  0.296
H (-1.20, 1.99, -3.25)  0.389
H (-2.40, 2.68, -2.16)  0.766
H (-0.84, 2.01, -1.54)  -0.212
C (-2.81, -2.78, -3.19)  -1.461
C (-2.85, -1.48, -2.42)  0.773
O (-2.43, -0.46, -2.92)  -0.484
N (-3.31, -1.55, -1.18)  -0.024
C (-3.34, -0.44, -0.24)  -0.482
H (-2.46, -2.72, -4.20)  0.360
H (-3.81, -3.23, -3.18)  0.475
H (-2.21, -3.57, -2.68)  0.214
H (-3.51, -2.46, -0.80)  0.262
H (-2.64, 0.31, -0.65)  -0.071
H (-3.01, -0.79, 0.77)  0.053
H (-4.32, 0.03, -0.24)  0.568
N (7.62, -1.91, 1.53)  -0.630
C (6.56, -1.08, 1.80)  -0.535
C (5.26, -1.28, 1.36)  -0.252
C (4.97, -2.44, 0.66)  0.150
C (6.03, -3.27, 0.32)  -0.584
C (7.32, -2.94, 0.79)  -0.244
H (6.75, -0.23, 2.33)  0.461
H (4.45, -0.62, 1.58)  0.477
H (3.94, -2.69, 0.36)  0.374
H (5.82, -4.24, -0.12)  0.373
H (8.09, -3.60, 0.49)  0.388
N (1.29, -2.25, -5.58)  -0.558
C (0.03, -1.78, -5.31)  -0.185
C (-0.29, -0.44, -5.25)  -0.497
C (0.72, 0.50, -5.45)  -0.211
C (1.99, 0.04, -5.70)  -0.598
C (2.24, -1.29, -5.63)  -0.281
H (-0.73, -2.55, -5.19)  0.293
H (-1.28, -0.18, -5.05)  0.571
H (0.62, 1.54, -5.44)  0.660
H (2.75, 0.76, -5.89)  0.489
H (3.26, -1.66, -5.84)  0.392
N (5.43, 0.17, -4.04)  -0.171
C (6.26, 1.19, -4.07)  -0.294
C (7.38, 1.24, -3.23)  -0.536
C (7.62, 0.20, -2.32)  -0.478
C (6.66, -0.72, -2.15)  -0.007
C (5.60, -0.77, -3.17)  -0.531
H (6.02, 2.02, -4.71)  0.409
H (8.06, 2.04, -3.27)  0.467
H (8.37, 0.24, -1.51)  0.379
H (6.65, -1.53, -1.39)  0.135
H (4.85, -1.55, -3.04)  0.719
N (2.49, -0.17, 0.14)  -0.144
C (1.19, -0.43, 0.47)  -1.668
C (0.20, -0.75, -0.51)  1.554
C (0.60, -0.92, -1.82)  -0.619
C (1.91, -0.71, -2.11)  2.048
C (2.81, -0.41, -1.13)  -1.611
H (0.86, -0.21, 1.47)  0.865
H (-0.82, -1.04, -0.22)  -0.681
H (-0.05, -1.14, -2.65)  -0.207
H (2.28, -0.78, -3.12)  -0.393
H (3.85, -0.21, -1.36)  0.721
N (-1.80, -5.49, 0.69)  -0.507
C (-0.96, -4.46, 0.52)  -0.067
C (0.27, -4.45, 1.21)  0.147
C (0.55, -5.47, 2.05)  -0.490
C (-0.29, -6.51, 2.21)  -0.511
C (-1.51, -6.47, 1.50)  -0.449
H (-1.28, -3.73, -0.19)  0.491
H (1.00, -3.66, 1.02)  0.086
H (1.51, -5.56, 2.53)  0.431
H (-0.02, -7.13, 3.05)  0.474
H (-2.30, -7.20, 1.79)  0.323
N (2.55, -4.89, -0.96)  0.010
C (2.59, -6.18, -0.53)  -0.326
C (2.19, -7.24, -1.26)  -0.745
C (1.62, -6.91, -2.54)  -0.286
C (1.51, -5.60, -3.02)  -0.870
C (2.11, -4.64, -2.21)  -0.367
H (3.11, -6.31, 0.39)  0.472
H (2.16, -8.26, -0.98)  0.474
H (1.29, -7.72, -3.11)  0.440
H (1.02, -5.45, -3.98)  0.491
H (2.09, -3.59, -2.52)  0.727